Computed, not measured: a single C7H8O molecule in a non-equilibrium geometry, with ωB97M-V with the def2-TZVPD basis set.

Calculated values
- F_max (eV Å⁻¹) = 4.387
- HOMO energy (eV) = -8.63
- LUMO energy (eV) = 0.45
- structure (SMILES) = CC1=C2C(=O)CC[C@@H]12

Last column: Löwdin charge in e.
Cartesian coordinates (Å):
C: 0.85770 -1.02464 0.71239  0.0063
C: -0.39012 -1.18752 0.35548  -0.1873
C: 2.16692 -0.54800 0.03415  -0.2891
C: 1.94719 0.93752 -0.16983  -0.1168
C: 0.56226 1.39774 0.24264  -0.1273
C: -0.06104 0.10555 0.97579  -0.1787
C: -1.35999 -2.01179 -0.30339  -0.0501
O: 3.15734 -1.23040 -0.24786  0.0689
H: 2.61870 1.49479 0.33714  0.0780
H: 2.26928 1.09738 -1.28552  0.1659
H: 0.53372 2.25962 1.04277  0.1397
H: -0.03691 1.85593 -0.46513  0.0617
H: -0.43984 0.52062 1.89918  0.1062
H: -1.24114 -3.17563 0.03509  0.1518
H: -1.15387 -1.84598 -1.37667  0.0910
H: -2.40849 -1.67262 -0.19886  0.0799


Computed, not measured: a single C7H8O molecule in a non-equilibrium geometry, with ωB97M-V with the def2-TZVPD basis set.

Calculated values
- F_max (eV Å⁻¹) = 2.645
- HOMO energy (eV) = -9.48
- LUMO energy (eV) = 0.53
- structure (SMILES) = O=C1C=CCC12CC2

Last column: Löwdin charge in e.
Cartesian coordinates (Å):
C: -1.24859 -0.38024 -0.40526  -0.3508
C: -0.80379 -1.36974 -1.36027  -0.0016
C: 0.54546 -1.37151 -1.40913  -0.0236
C: 1.21039 -0.42679 -0.40152  -0.0929
C: -0.01097 0.27066 0.24655  -0.3535
C: -0.10437 0.61677 1.69876  -0.0774
C: -0.06993 1.67780 0.66137  -0.0913
H: -1.50048 -1.93787 -1.96608  0.1175
H: 1.12983 -1.90224 -2.16294  0.1090
H: 1.85268 0.32450 -0.89079  0.1199
H: 1.86153 -0.95340 0.31711  0.1223
H: -1.05896 0.43474 2.17761  0.1071
H: 0.73760 0.53952 2.38859  0.1103
H: -0.97684 2.26430 0.53519  0.1137
H: 0.81708 2.30781 0.61937  0.1103
O: -2.38063 -0.09428 -0.04856  0.0809


Computed, not measured: a single C7H8O molecule in a non-equilibrium geometry, with ωB97M-V with the def2-TZVPD basis set.

Calculated values
- F_max (eV Å⁻¹) = 6.701
- HOMO energy (eV) = -7.27
- LUMO energy (eV) = 0.97
- structure (SMILES) = C1=CC2=C(C1)OCC2

Last column: Löwdin charge in e.
Cartesian coordinates (Å):
C: 0.49087 0.36559 2.12858  -0.1470
C: -0.67182 -0.45680 1.62420  -0.1730
C: -0.80134 -0.30455 0.10880  -0.1455
C: 0.53547 0.08302 -0.14901  -0.2022
C: 0.82728 0.09049 -1.72046  -0.1249
C: -0.52726 0.07367 -2.13918  -0.2115
C: -1.45515 -0.32349 -1.18097  -0.0544
H: 0.37613 1.54640 2.07833  0.1526
H: 1.06819 -0.06704 3.10371  0.1637
H: -0.55334 -1.33641 2.32989  0.1210
H: -1.67247 0.10691 1.92284  0.1419
H: 1.09040 1.17972 -2.24154  0.1806
H: 1.48712 -0.74706 -2.00104  0.1305
H: -0.72244 0.41712 -3.31441  0.1582
H: -2.55557 -0.27534 -1.28349  0.1040
O: 1.38671 0.25102 0.92174  -0.0938


Computed, not measured: a molecular structure, C7H8O2 in a non-equilibrium geometry, with ωB97M-V with the def2-TZVPD basis set.

Calculated values
- F_max (eV Å⁻¹) = 6.461
- HOMO energy (eV) = -9.14
- LUMO energy (eV) = 0.61

Last column: Löwdin charge in e.
Cartesian coordinates (Å):
C: -0.78397 1.40682 0.24360  -0.1784
C: -0.34615 0.02107 0.60669  -0.5987
C: 1.14145 0.12762 1.20467  -0.0706
C: 1.84236 0.03823 -0.11653  -0.1441
C: 1.14986 -0.48096 -1.08819  -0.0390
C: -0.16547 -0.98324 -0.38515  -0.2505
C: -1.63327 -0.66071 -0.77399  0.0617
H: -2.14274 1.83867 1.01591  0.2410
H: 1.32141 1.11780 1.73321  0.1265
H: 1.23283 -0.54398 2.09858  0.1289
H: 2.93962 0.41928 -0.27951  0.1457
H: 1.24882 -0.31437 -2.27382  0.1615
H: -0.05875 -2.00798 0.22205  0.2061
H: -2.00981 -1.71566 -0.86330  0.1385
H: -1.72672 0.20377 -1.40503  0.1134
O: -0.41793 2.00801 -0.77676  0.0307
O: -1.59156 -0.47438 0.83757  -0.0728


Computed, not measured: a single C7H8O2 molecule in a non-equilibrium geometry, with ωB97M-V with the def2-TZVPD basis set.

Calculated values
- F_max (eV Å⁻¹) = 9.859
- HOMO energy (eV) = -8.79
- LUMO energy (eV) = 0.85
- structure (SMILES) = O[C@H]1[C@@H]2[C@H]1[C@H]1C=C[C@@H]2O1

Last column: Löwdin charge in e.
Cartesian coordinates (Å):
C: 1.09807 0.07971 -1.49947  -0.4641
C: 1.12678 0.06780 0.00179  -0.1331
C: 0.17225 -0.91045 0.85498  -0.2362
C: -1.30151 0.09822 -0.17558  -0.2895
C: -1.60735 0.51520 1.24033  -0.0071
C: -0.49735 0.04885 1.79732  -0.0727
C: 0.11402 0.88689 -0.76681  -0.0716
H: 0.29915 -1.28573 -2.16508  0.1792
H: 2.15301 0.62456 -1.70277  0.1903
H: 1.94138 0.64155 0.48476  0.1403
H: 0.74538 -1.81337 1.35960  0.1872
H: -2.10669 0.05218 -0.93910  0.1509
H: -2.44973 1.19005 1.74582  0.1551
H: -0.07973 -0.11382 2.82157  0.1292
H: -0.06051 2.05450 -0.73127  0.1665
O: 1.28330 -0.94785 -2.20439  0.0525
O: -0.83045 -1.18828 -0.12170  -0.0769


Computed, not measured: 2 unconnected molecules or ions with the total composition C7H8O2S in a non-equilibrium geometry, with ωB97M-V with the def2-TZVPD basis set.

Calculated values
- F_max (eV Å⁻¹) = 5.430
- HOMO energy (alpha / beta) (eV) = -6.50 / -7.57
- LUMO energy (alpha / beta) (eV) = 0.46 / 0.07

Last column: Löwdin charge in e.
Cartesian coordinates (Å):
C: -2.34670 1.52330 -0.75501  -0.2129
C: -0.97658 1.17008 -0.74934  -0.1198
C: -3.02358 1.01996 0.30138  -0.4684
C: -0.61583 0.42951 0.38555  -0.5316
C: 0.17484 -2.22704 -0.37585  -0.0724
C: 2.99637 -0.25993 0.30636  -0.0059
C: 0.66125 -0.04734 0.85954  -0.2266
O: 0.74224 -2.28622 -1.41062  0.0274
O: 1.67735 0.39436 0.14114  -0.1292
S: -2.03648 0.11367 1.33538  1.0060
H: -2.73851 2.19712 -1.58590  0.1283
H: -0.17304 1.25477 -1.51550  0.1269
H: -4.08878 1.27896 0.56797  0.0898
H: -0.82192 -2.54897 -0.09651  0.0567
H: 2.94561 -1.10686 -0.40986  0.0861
H: 3.06470 -0.71111 1.31648  0.0969
H: 3.78104 0.44394 0.03990  0.0879
H: 0.77802 -0.63819 1.64488  0.0610


Computed, not measured: a molecular structure, C7H8O2S in a non-equilibrium geometry, with ωB97M-V with the def2-TZVPD basis set.

Calculated values
- F_max (eV Å⁻¹) = 6.458
- spin multiplicity = 3
- HOMO energy (alpha / beta) (eV) = -7.19 / -10.33
- LUMO energy (alpha / beta) (eV) = -0.37 / -3.51

Last column: Mulliken spin population.
Cartesian coordinates (Å):
C: 0.30982 -0.74527 -1.45421  0.2817
C: 1.47759 -0.32807 -0.84901  0.5216
C: -1.05824 -0.56980 -1.12776  0.1062
C: 0.93370 0.55550 1.57296  0.2922
C: 1.49845 0.25667 0.49220  -0.0146
C: -1.57363 -0.45236 0.15853  0.5712
C: 2.90713 0.64463 1.11521  0.0018
O: -4.09939 -1.00138 -0.19554  0.0272
O: -3.47838 1.40234 -0.41491  0.0679
S: -3.21457 0.07730 0.11766  0.0067
H: 0.42620 -1.22054 -2.41917  0.0236
H: 2.35719 -0.48801 -1.37822  0.0419
H: -1.75997 -0.55854 -1.96243  0.0099
H: -0.74474 -0.05505 1.04581  0.0640
H: 2.59801 0.83715 2.18131  0.0035
H: 3.57095 -0.21252 0.77975  -0.0048
H: 3.39593 1.54923 0.82676  0.0030
H: -3.54604 0.30872 1.51104  -0.0029


Computed, not measured: a single C7H8O2S2 molecule in a non-equilibrium geometry, with ωB97M-V with the def2-TZVPD basis set.

Calculated values
- F_max (eV Å⁻¹) = 4.457
- HOMO energy (eV) = -8.62
- LUMO energy (eV) = 0.15

Last column: Löwdin charge in e.
Cartesian coordinates (Å):
C: -2.15725 -0.11101 0.88583  -0.4473
C: -2.37822 -1.21243 0.15182  -0.1074
C: 3.34057 0.83791 -0.87350  -0.1234
C: 2.26098 0.28326 -0.81467  -0.2857
C: -3.15992 0.78997 1.43312  -0.0472
C: 4.64870 1.46553 -0.82536  -0.1126
C: -2.69546 -2.20655 -0.57069  0.0221
O: 0.85348 -1.74437 -1.63459  -0.5331
O: -0.89469 0.26525 1.37430  -0.5196
S: 0.69235 -0.45340 -1.02046  0.6628
S: 0.30127 -0.81044 1.09432  0.7804
H: -4.15036 0.52307 0.99070  0.1043
H: -3.03817 1.81838 1.28778  0.0497
H: -2.99609 0.81592 2.64995  0.1509
H: 5.58618 0.93418 -1.05258  0.0821
H: 4.58339 2.24345 -1.56683  0.0672
H: 5.03916 1.87647 0.18438  0.1159
H: -2.74426 -3.17942 -0.12148  0.0677
H: -3.09169 -2.13575 -1.57203  0.0734


Computed, not measured: 2 unconnected molecules or ions with the total composition C7H8O3S in a non-equilibrium geometry, with ωB97M-V with the def2-TZVPD basis set.

Calculated values
- F_max (eV Å⁻¹) = 4.411
- HOMO energy (eV) = -8.82
- LUMO energy (eV) = -1.04

Last column: Löwdin charge in e.
Cartesian coordinates (Å):
C: -2.00523 -0.35939 0.70623  -0.2943
C: -1.84430 2.94788 0.30611  -0.0707
C: -0.59339 -0.33805 0.37160  -0.3470
C: 0.45100 0.41235 0.61936  0.0253
C: 0.10945 -1.33575 -0.57284  -0.0282
C: 1.45141 -0.49898 -0.18979  -0.5433
C: 2.28432 0.07588 -1.28800  -0.0266
O: -2.72959 3.37767 -0.24041  0.0629
O: -4.01001 0.70025 1.67272  -0.5133
O: 2.25559 -1.28409 0.64842  -0.0284
S: -2.60908 0.86268 1.63417  0.8855
H: -2.56389 -1.37159 0.49500  0.1402
H: 0.81621 1.33052 0.99242  0.1026
H: 0.10635 -2.36249 -0.13662  0.1203
H: -0.11624 -1.25674 -1.61971  0.1009
H: 2.92912 -0.64408 -1.95339  0.1265
H: 2.87672 0.76277 -0.77650  0.0522
H: 1.56987 0.58397 -2.02473  0.1101
H: 1.62169 -1.60282 1.35595  0.1255


Computed, not measured: a single C7H8O4 molecule in a non-equilibrium geometry, with ωB97M-V with the def2-TZVPD basis set.

Calculated values
- F_max (eV Å⁻¹) = 5.556
- HOMO energy (eV) = -9.85
- LUMO energy (eV) = -0.03
- structure (SMILES) = O=C1C=C(CO)[C@H](O)[C@@H]2O[C@H]12

Last column: Löwdin charge in e.
Cartesian coordinates (Å):
C: 0.54215 0.88321 -1.83621  -0.1829
C: 0.24279 0.01351 -0.64329  -0.1446
C: 1.15232 -0.77615 -0.04109  0.0652
C: 0.92930 -1.43302 1.24961  -0.3126
C: -0.46352 -1.19311 1.96332  -0.1071
C: -1.30430 -0.27188 1.23412  -0.2145
C: -1.14801 0.24652 -0.21230  -0.2753
H: 1.63097 -0.19221 -2.99034  0.0480
H: 0.69627 1.96423 -1.43016  0.1670
H: -0.35560 0.90142 -2.46820  0.1308
H: 2.20684 -0.73556 -0.34633  0.1372
H: -0.63272 -1.89195 2.76420  0.1481
H: -2.42081 -0.18104 1.54851  0.1806
H: -1.86349 -0.01313 -0.89269  0.1354
H: -0.87386 2.09220 0.58525  0.1448
O: 1.75756 0.60818 -2.55891  -0.0307
O: 1.86546 -1.85002 1.88268  0.1067
O: -0.58204 0.18958 2.34157  0.0310
O: -1.37930 1.63923 -0.14972  -0.0271


Computed, not measured: 2 unconnected molecules or ions with the total composition C7H8OS in a non-equilibrium geometry, with ωB97M-V with the def2-TZVPD basis set.

Calculated values
- F_max (eV Å⁻¹) = 4.726
- HOMO energy (eV) = -7.27
- LUMO energy (eV) = 0.28

Last column: Löwdin charge in e.
Cartesian coordinates (Å):
C: -2.07776 0.11377 -0.13994  -0.0923
C: -1.40273 0.72905 -1.27824  -0.0895
C: -1.36591 -0.23287 0.98162  -0.0978
C: -0.05558 0.75331 -1.25020  -0.1571
C: 1.69574 -1.52572 -0.51828  -0.1045
C: 0.02927 0.08762 1.17745  -0.2553
C: 0.71509 0.36076 -0.11976  -0.6823
O: 1.64404 -2.29731 0.36636  0.0675
S: 2.28409 1.14485 0.07332  0.8304
H: -3.17686 -0.03957 -0.22893  0.1071
H: -2.08653 1.34363 -1.86363  0.1053
H: -2.00881 -0.57304 1.79797  0.1057
H: 0.37924 1.15405 -2.11655  0.0869
H: 2.11790 -1.43126 -1.48536  0.0852
H: 0.15808 0.88356 1.91628  0.1188
H: 0.59480 -0.77579 1.70628  0.1335
H: 2.55592 0.30496 0.98163  -0.1617


Computed, not measured: a single C7H8S molecule in a non-equilibrium geometry, with ωB97M-V with the def2-TZVPD basis set.

Calculated values
- F_max (eV Å⁻¹) = 4.065
- HOMO energy (eV) = -7.73
- LUMO energy (eV) = 0.85
- structure (SMILES) = C=C1C=CSC(C)=C1

Last column: Löwdin charge in e.
Cartesian coordinates (Å):
C: 0.07978 1.30559 -2.31948  -0.1132
C: 0.16631 0.36804 -1.17440  -0.5189
C: -0.55051 0.51381 -0.04349  -0.0949
C: -0.32041 -0.12592 1.27032  -0.3151
C: -0.89241 0.34601 2.41493  0.0345
C: 0.40915 -1.43003 1.09373  -0.1454
C: 1.15476 -1.92768 0.10634  -0.3869
H: -0.27046 0.77864 -3.14849  0.0554
H: -0.59237 2.05963 -1.99409  0.0729
H: 1.07403 1.63175 -2.61102  0.0846
H: -1.30293 1.27011 0.03387  0.1002
H: -1.47499 1.32558 2.26559  0.0785
H: -0.75696 0.00176 3.46901  0.0679
H: 0.26000 -2.27262 1.86652  0.1313
H: 1.72722 -2.77416 0.26566  0.0344
S: 1.28979 -1.07052 -1.49500  0.9146